No. 1
9
Properties=species:S:1:pos:R:3:forces:R:3 method="wB97M-V/def2-TZVPD" fmax_ha_per_bohr=0.210 homo_energy_ev="-4.695 / -10.696" s_squared=2.01 total_charge=0 spin_multiplicity=3
C -1.797803 -1.229515 -0.522744 2.631 -2.220 6.750
C 0.948335 1.100681 0.651329 0.014 1.199 1.506
N -1.200080 -1.706764 -1.425022 3.078 -2.549 -10.039
O -2.416416 -0.578071 0.172539 -6.129 5.346 2.940
F 0.819911 -0.251307 0.788496 -0.642 0.174 -0.492
Br 2.697446 1.435876 -0.047592 0.383 0.210 -0.300
H 0.949211 1.533544 1.697394 -0.195 -0.392 -1.324
H -0.218109 -1.943941 -1.302943 0.397 -0.572 0.365
H 0.217507 1.639496 -0.011456 0.462 -1.197 0.594

No. 2
36
Properties=species:S:1:pos:R:3:forces:R:3 method="wB97M-V/def2-TZVPD" fmax_ha_per_bohr=0.067 homo_energy_ev=-9.170 total_charge=0 smiles="C[C@H](O)COC1=C(C[C@H]2CO2)C(=O)C(CC(=O)Cl)=CC1=O"
C 2.648155 -1.332467 -1.010353 0.006 0.165 -0.029
C 1.823660 -2.536220 -0.595704 0.300 -0.177 0.225
O 1.909187 -3.572867 -1.573909 -0.127 0.184 -0.069
C 0.370832 -2.212946 -0.284874 -0.195 -0.306 0.204
O -0.242383 -1.309323 -1.214055 -0.042 0.040 -0.376
C -0.321377 -0.020434 -0.832958 -0.003 0.038 0.189
C -1.104271 0.442876 0.151639 0.386 -0.147 0.204
C -2.151772 -0.352240 0.868290 -0.710 0.593 -0.416
C -3.546309 -0.060155 0.270968 0.856 -1.810 1.282
C -4.502810 -1.321654 0.060756 -0.667 2.879 -1.744
O -4.628702 -0.081390 1.053560 -0.427 0.371 -0.774
C -0.858225 1.849420 0.553883 -0.026 -0.115 -0.162
O -1.719515 2.594822 0.956186 -0.013 -0.072 0.472
C 0.548832 2.348926 0.366645 -0.050 0.203 -0.251
C 1.195961 3.103355 1.501791 0.110 -0.168 -0.007
C 2.588298 2.550855 1.733198 0.035 0.109 0.077
O 2.885701 1.739216 2.537689 -0.054 -0.084 -0.014
Cl 3.835829 3.251351 0.671302 0.008 0.058 -0.074
C 1.053248 2.101856 -0.841689 0.117 -0.105 0.260
C 0.464504 0.987090 -1.639590 -0.059 0.091 -0.014
O 0.630302 0.861437 -2.823835 0.154 -0.078 -0.154
H 3.700903 -1.603210 -1.088353 -0.036 -0.041 -0.014
H 2.571387 -0.533908 -0.263419 -0.030 -0.033 -0.026
H 2.319947 -0.947271 -1.975455 -0.014 -0.077 0.010
H 2.237644 -2.913858 0.348231 -0.086 -0.017 0.010
H 2.444260 -4.286676 -1.220792 0.016 -0.001 -0.049
H -0.211741 -3.134390 -0.322498 0.040 0.011 -0.077
H 0.300408 -1.827113 0.736871 -0.001 0.228 -0.114
H -1.987487 -1.413671 0.730928 0.159 0.003 0.311
H -2.247005 -0.065093 1.916205 0.313 -0.191 0.080
H -3.591079 0.679375 -0.533132 0.202 -0.241 -0.153
H -5.514119 -1.698398 0.187215 0.719 -1.587 1.066
H -4.755459 -0.916135 -0.957315 -0.632 0.085 0.200
H 0.659456 2.858009 2.418956 -0.135 0.341 -0.039
H 1.257209 4.179231 1.346068 -0.151 0.007 0.015
H 1.936529 2.591601 -1.232456 0.036 -0.154 -0.049

No. 3
19
Properties=species:S:1:pos:R:3:forces:R:3 method="wB97M-V/def2-TZVPD" fmax_ha_per_bohr=0.068 homo_energy_ev=-7.909 total_charge=0
H -1.765531 1.981115 0.345271 0.010 -0.177 0.012
N -1.607900 2.109185 1.345334 -0.124 0.448 -0.099
C -0.849163 1.235862 1.841633 0.066 -0.448 0.179
C -0.218783 0.061753 1.156811 3.425 0.486 0.417
C 1.422070 0.664171 0.579366 -2.349 0.008 2.160
C -0.950050 -0.511646 0.032833 1.504 -0.148 -2.096
C -0.098568 -1.140902 -0.850761 -2.456 -0.140 -0.488
C -0.067949 -0.812692 -2.309777 -0.611 -1.119 -0.105
O 0.712391 -2.168249 -0.522393 0.655 0.859 0.170
H -0.632914 1.328499 2.903985 0.124 0.064 0.108
H 0.127036 -0.684833 1.873328 -0.235 0.202 0.450
H 1.266918 1.518590 -0.079970 -0.089 -0.252 -0.075
H 2.106569 -0.084402 0.189543 -0.525 -0.293 -0.269
H 1.866704 1.011016 1.512402 0.167 0.278 -0.056
H -1.737041 0.087060 -0.405838 0.206 0.195 -0.217
H 0.952331 -0.666933 -2.663715 0.039 -0.033 0.145
H -0.662857 0.066089 -2.531580 0.024 0.064 0.085
H -0.497851 -1.668178 -2.843701 0.213 0.116 -0.319
H 0.634587 -2.325503 0.427231 -0.046 -0.111 -0.001

No. 4
21
Properties=species:S:1:pos:R:3:forces:R:3 method="wB97M-V/def2-TZVPD" fmax_ha_per_bohr=0.097 homo_energy_ev="-7.770 / -10.400" s_squared=2.01 total_charge=0 spin_multiplicity=3
C -0.295398 -0.616503 -0.123805 -2.170 -0.023 1.861
C 0.292406 0.782021 0.113737 -0.445 -0.159 -0.457
C -0.985385 -1.263567 1.362496 2.003 2.195 -1.791
C -1.569993 -0.637469 -1.062318 0.489 1.506 1.753
C 0.798998 -1.588232 -0.588161 -3.313 -0.041 -3.202
C -0.480216 2.083993 -0.039031 -1.872 -4.328 1.650
C 1.709241 0.881231 0.468237 1.459 -1.481 3.931
F -1.890145 -0.387234 1.838755 0.084 -0.548 -0.142
Cl 0.233176 -1.589478 2.572371 -0.460 -0.282 0.012
Cl 2.911607 0.656192 -0.895044 -0.103 0.596 0.129
H -1.342713 0.137990 -1.783613 -0.177 -0.621 -1.053
H -2.556776 -0.306690 -0.619156 1.305 -0.361 0.062
H -1.662166 -1.664894 -1.334956 -0.240 -0.401 -1.052
H 1.433595 -1.675403 0.211612 2.298 -0.375 1.227
H 1.213816 -1.282546 -1.642375 -0.553 -0.688 2.377
H 0.208329 -2.530034 -0.672128 0.911 0.211 -0.219
H -1.125471 2.145425 0.867386 0.000 0.345 -0.784
H -1.014977 2.183549 -0.943730 -1.228 -0.394 -0.904
H 0.138287 2.850339 -0.085413 3.134 3.591 0.343
H 2.045245 -0.005344 1.285712 -0.971 2.306 -2.353
H 1.938541 1.826652 1.069424 -0.150 -1.049 -1.388

No. 5
47
Properties=species:S:1:pos:R:3:forces:R:3 method="wB97M-V/def2-TZVPD" fmax_ha_per_bohr=0.086 homo_energy_ev=-8.690 total_charge=0 smiles="CC(C)C[C@H](NC(=O)CCn1ccc2ccccc2c1=O)B(O)O"
C 0.849469 2.028823 1.267666 -1.498 0.408 0.815
C 0.404633 2.987037 0.130570 1.297 0.456 1.412
C -0.899231 3.666409 0.499638 -0.742 -1.158 -0.074
C 0.374287 2.333354 -1.211430 0.024 -1.615 0.747
C -0.928409 1.585952 -1.567783 1.443 -0.980 -0.351
N -1.265551 0.391020 -0.771637 -0.550 -0.659 -0.029
C -2.492566 0.291275 -0.145943 1.341 -0.143 -1.087
O -3.114177 1.264639 0.192643 -0.882 0.604 0.341
C -3.046072 -1.102752 0.090432 0.718 0.337 0.828
C -2.216681 -2.306043 -0.285598 -0.450 -2.014 0.927
N -0.880722 -2.459268 0.340010 -1.103 0.382 -0.948
C -0.944558 -2.851593 1.672185 4.274 1.129 0.172
C 0.223240 -2.791760 2.377438 0.013 0.318 -0.739
C 1.485656 -2.311413 1.776132 -3.523 -0.097 -1.812
C 2.510411 -1.875656 2.541080 0.371 -0.292 2.140
C 3.594708 -1.329737 1.945705 2.246 -0.432 -0.549
C 3.732234 -1.299464 0.554352 0.219 0.305 -0.742
C 2.666507 -1.699281 -0.263490 0.758 1.388 1.026
C 1.506794 -2.080075 0.350426 -0.870 -1.274 2.054
C 0.268071 -2.219259 -0.413355 -0.039 -0.561 0.719
O 0.236457 -2.075792 -1.639283 -0.467 0.047 0.238
B -0.515498 1.246201 -3.072885 -1.116 -2.427 0.458
O -0.074988 -0.023347 -3.511462 -0.328 -0.254 0.756
O -0.665518 2.226708 -3.996309 0.421 -0.622 -1.453
H 1.789272 1.531766 1.110357 0.688 0.089 -0.254
H 0.106673 1.212157 1.289275 0.155 0.254 0.413
H 0.866932 2.564016 2.279692 -0.047 -0.768 -1.366
H 1.186732 3.740941 0.100544 0.228 0.352 -0.204
H -0.801478 4.283629 1.359872 0.378 0.763 0.689
H -1.561482 2.850964 0.839890 -0.247 0.531 -0.449
H -1.385454 4.254424 -0.296092 0.269 -0.340 0.166
H 0.383882 3.079481 -1.946890 0.367 1.357 -1.096
H 1.275939 1.693481 -1.380515 -0.545 0.330 0.197
H -1.720129 2.290943 -1.430358 -0.647 0.249 -0.259
H -0.873256 -0.500228 -1.080087 -0.192 0.846 -0.158
H -3.217030 -1.120303 1.164248 -0.369 -0.063 0.178
H -4.005997 -1.194226 -0.414637 -0.054 0.146 0.041
H -2.137129 -2.379662 -1.356007 0.178 -0.378 -0.332
H -2.755876 -3.205203 0.175284 0.310 1.040 -1.337
H -1.858524 -3.073769 2.136581 -1.185 -0.283 0.095
H 0.265775 -2.978529 3.431159 -0.263 -0.274 0.365
H 2.489043 -1.973529 3.646267 -0.112 0.020 -0.858
H 4.462574 -1.160945 2.586433 -0.204 0.575 -0.331
H 4.655163 -0.902053 0.090588 -0.642 -0.347 0.401
H 2.604907 -1.491239 -1.301633 0.409 -0.114 -0.892
H -0.075555 -0.907376 -2.995397 0.021 2.393 -0.575
H -0.503475 1.789280 -4.867679 -0.052 0.775 0.716

No. 6
29
Properties=species:S:1:pos:R:3:forces:R:3 method="wB97M-V/def2-TZVPD" fmax_ha_per_bohr=0.124 homo_energy_ev="-17.737 / -17.738" total_charge=+2
C 0.040864 0.092182 -0.262591 5.804 0.693 1.565
C 2.103359 -1.723496 0.448012 -3.046 1.164 5.491
C 2.569272 0.632840 0.289422 5.516 -0.655 -1.806
C -0.473146 1.307718 -2.366488 -2.007 2.495 -3.447
C -2.248875 -0.443938 -0.541210 -2.010 -1.546 2.093
C -1.386906 1.030372 1.241088 -3.314 0.613 2.066
C -0.978959 -1.204920 1.458533 0.044 -0.602 1.395
N 1.658735 -0.299797 0.747904 -3.528 -0.995 -1.414
N 0.250503 0.938781 -1.208859 0.342 -2.687 -0.171
N -1.139066 -0.189686 0.454613 -1.434 0.439 -2.383
H 1.276126 -2.381994 0.372046 -1.175 -0.325 -0.718
H 2.731581 -1.868118 -0.309489 2.863 -0.204 -2.902
H 2.389170 -2.079673 1.480045 0.903 0.470 -1.148
H 2.378084 1.662957 0.279013 -1.232 1.383 0.195
H 3.563866 0.662378 0.945168 -2.054 -0.706 -0.824
H 3.063523 0.334642 -0.742493 -0.931 0.636 1.479
H 0.221506 1.733499 -3.182544 -0.740 -0.809 1.529
H -1.121136 2.158568 -2.139084 -0.234 -0.133 -0.062
H -1.074551 0.534531 -2.887010 0.464 0.159 0.789
H -3.052767 -0.985241 0.032761 1.044 -0.122 -0.715
H -2.764156 0.434999 -0.737972 -0.376 2.062 -0.653
H -1.973909 -0.928292 -1.453113 0.532 -0.627 -0.145
H -0.633446 1.115977 2.000948 0.662 0.531 -0.096
H -1.623418 1.845154 0.595812 0.578 0.838 -0.363
H -2.373614 0.888491 1.846622 1.602 -0.105 -1.165
H -0.904911 -2.179282 1.130056 -0.673 -2.055 -1.305
H -0.023228 -1.036956 1.807130 1.878 0.504 1.441
H -1.671700 -1.081334 2.275264 -0.472 -0.051 -0.170
H 1.197196 1.029639 -1.573582 0.995 -0.366 1.442

No. 7
14
Properties=species:S:1:pos:R:3:forces:R:3 method="wB97M-V/def2-TZVPD" fmax_ha_per_bohr=0.123 homo_energy_ev=-8.404 total_charge=0 smiles="NC(=S)[C@]1(O)C[C@H]1F"
N -1.192323 -0.690197 -1.485645 -2.114 -0.241 -4.706
C -0.455823 0.155445 -0.872857 -1.561 3.828 1.759
S -0.470620 1.811336 -1.316816 0.933 -1.324 0.267
C -0.100830 -0.380847 0.466361 -1.617 -0.103 0.154
O -0.640613 -1.643037 0.666388 4.575 -4.149 -1.299
C 0.073094 0.516001 1.724470 1.252 -0.772 -2.212
C 1.223914 -0.079519 0.842543 2.832 1.707 1.704
F 1.959190 -1.137180 1.295476 -0.152 -0.730 1.039
H -1.433450 -1.557084 -1.010561 -0.190 0.189 -0.501
H -1.634956 -0.267639 -2.396642 0.956 -1.688 2.375
H 0.216849 -2.390492 0.283175 -3.892 3.157 1.957
H 0.113213 0.145863 2.728770 -0.614 -0.727 0.103
H -0.311751 1.505948 1.567280 0.542 0.455 -0.043
H 1.976345 0.525822 0.343070 -0.949 0.398 -0.597

No. 8
78
Properties=species:S:1:pos:R:3:forces:R:3 method="wB97M-V/def2-TZVPD" fmax_ha_per_bohr=0.025 homo_energy_ev=-3.176 total_charge=-1
Ca -0.731250 0.411361 0.333960 -0.233 0.715 -1.040
Br 3.575457 -0.334891 6.537852 -0.017 -0.001 -0.018
C 2.054729 -0.208583 5.408077 0.031 -0.010 0.013
C 2.074673 -0.819863 4.164747 0.030 0.001 0.018
C 0.968209 -0.705048 3.344651 -0.117 0.059 -0.063
C -0.154312 0.011628 3.759982 0.257 -0.128 0.130
C -0.145760 0.633070 5.006605 -0.105 -0.015 -0.087
C 0.959064 0.519303 5.836250 -0.005 0.014 0.008
N -1.203733 0.170524 2.835441 -0.114 0.114 -0.137
C -2.415474 0.216918 3.195536 0.056 0.004 0.148
C -3.490475 0.549195 2.239076 -0.262 0.099 -0.154
C -4.817568 0.576273 2.649070 0.147 -0.042 0.084
C -5.785707 0.962231 1.733318 -0.055 0.032 -0.071
C -5.397904 1.319441 0.454756 -0.042 -0.015 0.087
C -4.047284 1.265550 0.124125 0.062 -0.033 -0.057
N -3.125031 0.877486 0.994837 0.039 -0.130 0.239
H 2.949449 -1.351213 3.816661 -0.004 0.007 -0.007
H 0.992029 -1.149346 2.357139 -0.013 -0.019 0.010
H -0.980533 1.254405 5.308272 0.006 -0.013 -0.005
H 0.978728 1.015703 6.796547 -0.009 0.002 -0.004
H -2.716215 0.047840 4.233450 -0.020 -0.009 0.034
H -5.079181 0.307055 3.664873 0.001 0.005 -0.009
H -6.829272 0.993019 2.020428 0.007 -0.004 0.010
H -6.119295 1.641706 -0.283398 0.008 -0.006 0.003
H -3.674158 1.530595 -0.860161 0.021 -0.010 0.018
S 1.595847 3.604109 -5.893013 0.081 0.021 -0.063
C 0.689075 3.041369 -4.603889 -0.151 -0.029 0.113
S -0.157481 1.552345 -4.609248 0.059 0.064 0.059
C -0.807018 1.588917 -2.980250 0.168 0.150 -0.111
C -0.533278 2.719940 -2.277563 0.040 -0.082 -0.256
S -1.071596 3.143310 -0.691890 -0.068 -0.006 0.331
S 0.492244 3.871238 -3.120520 -0.015 -0.097 -0.054
S -1.697050 0.191309 -2.451390 -0.173 -0.201 0.200
N 5.100482 2.293246 -4.764424 0.009 -0.002 0.041
C 4.530914 1.576704 -3.709972 -0.046 -0.027 0.016
C 5.185575 1.423333 -2.484635 -0.017 0.009 -0.024
C 4.571892 0.750818 -1.439136 0.007 0.032 -0.011
C 3.305926 0.216983 -1.623345 -0.048 -0.118 0.097
C 2.667205 0.318079 -2.853102 -0.091 -0.035 -0.015
C 3.281688 0.978457 -3.893614 0.050 0.050 -0.038
S 2.368985 -0.420879 -0.276347 0.048 0.217 -0.276
O 1.324203 -1.257449 -0.856696 0.095 -0.135 0.254
O 3.243227 -1.036969 0.694799 0.096 -0.027 0.001
N 1.548756 0.813792 0.308719 0.254 -0.297 0.330
C 2.034673 1.742348 1.161664 0.164 0.085 0.318
N 1.067812 2.349591 1.896636 0.117 -0.078 -0.036
C 1.452097 3.316161 2.707385 -0.008 -0.046 -0.026
C 2.779272 3.696531 2.852594 0.013 0.004 0.006
C 3.692987 2.974386 2.104581 -0.003 -0.004 0.007
N 3.350412 2.005306 1.268416 -0.157 0.016 -0.102
H 5.767007 2.988054 -4.464510 -0.002 0.003 -0.005
H 4.397814 2.703918 -5.368441 0.004 -0.004 0.000
H 6.164912 1.867776 -2.341302 -0.014 -0.006 -0.005
H 5.045364 0.673608 -0.469758 -0.002 0.003 -0.023
H 1.675406 -0.101584 -2.974273 0.030 0.014 -0.001
H 2.778043 1.090030 -4.845911 0.001 -0.011 0.010
H 0.667118 3.803356 3.279876 -0.007 -0.001 -0.009
H 3.079746 4.492396 3.518524 0.002 -0.014 -0.005
H 4.757448 3.180803 2.179992 -0.006 0.003 0.001
O -1.291588 -1.798261 0.530688 -0.467 -0.115 0.269
C -1.707575 -2.769465 -0.106924 0.344 -0.097 -0.232
C -3.153876 -2.904523 -0.514757 -0.003 -0.049 0.118
C -3.374076 -2.917133 -2.032766 -0.013 0.029 -0.029
C -3.086668 -4.250746 -2.714146 0.017 -0.007 0.003
C -1.626438 -4.688117 -2.649392 -0.002 0.008 0.011
C -1.135979 -4.931499 -1.224809 -0.038 0.031 -0.055
N -0.839947 -3.725161 -0.471121 0.017 0.080 0.017
H -3.666646 -2.052366 -0.070731 -0.002 -0.003 0.021
H -3.564640 -3.817692 -0.065383 -0.004 0.024 -0.009
H -2.771952 -2.129543 -2.490912 0.015 0.011 -0.005
H -4.415037 -2.643150 -2.218090 -0.009 -0.030 0.020
H -3.388918 -4.174384 -3.761114 0.008 -0.005 -0.004
H -3.710217 -5.036766 -2.267017 0.000 0.023 0.003
H -0.986589 -3.936408 -3.119641 -0.001 -0.001 0.008
H -1.504783 -5.618140 -3.212239 -0.006 0.009 -0.001
H -0.216241 -5.513776 -1.241850 0.023 0.011 0.004
H -1.874196 -5.528439 -0.678727 0.000 -0.009 0.009
H 0.126436 -3.450150 -0.343123 0.023 0.023 -0.022